1.
Formula: C63H133N7O7
Source: the OMol25 dataset
Level of theory: wB97M-V/def2-TZVPD

The geometry in XYZ format:
```
210
C63H133N7O7 | the OMol25 dataset | wB97M-V/def2-TZVPD
C 1.753 3.592 -1.480
C 0.818 4.233 -2.552
C 1.699 5.389 -3.162
C 1.180 5.881 -4.583
C 0.955 4.718 -5.533
C 0.058 3.659 -4.965
N 0.505 3.227 -3.553
O -0.235 2.133 -3.051
C -1.399 4.039 -4.921
C 0.286 2.413 -5.849
C -0.422 4.843 -1.844
H 2.407 4.223 -0.878
H 2.352 2.740 -1.803
H 1.042 3.247 -0.730
H 1.607 6.220 -2.463
H 2.754 5.122 -3.116
H 1.828 6.600 -5.084
H 0.288 6.472 -4.373
H 1.908 4.309 -5.867
H 0.597 5.120 -6.481
H -1.699 4.297 -5.937
H -2.005 3.232 -4.510
H -1.584 5.021 -4.484
H 1.234 1.881 -5.760
H -0.488 1.663 -5.684
H 0.200 2.712 -6.894
H -0.959 4.061 -1.308
H -1.219 5.144 -2.525
H -0.131 5.628 -1.146
H 0.460 1.474 -3.117
C -0.733 -2.054 -0.818
C 0.348 -1.062 -0.183
C -0.432 0.214 0.191
C -1.314 0.070 1.496
C -0.422 -0.456 2.581
C 0.419 -1.744 2.295
N 1.072 -1.670 0.968
O 1.918 -2.731 0.651
C 1.523 -1.898 3.401
C -0.483 -2.985 2.395
C 1.513 -0.736 -1.231
H -1.089 -1.631 -1.758
H -1.586 -2.296 -0.186
H -0.383 -3.038 -1.131
H 0.270 1.044 0.268
H -1.136 0.519 -0.583
H -2.143 -0.635 1.420
H -1.827 0.988 1.782
H -0.940 -0.612 3.528
H 0.285 0.352 2.770
H 2.007 -2.865 3.268
H 2.301 -1.158 3.214
H 1.132 -1.712 4.401
H -0.753 -3.174 3.434
H -1.507 -2.863 2.042
H 0.031 -3.826 1.928
H 1.082 -0.170 -2.058
H 2.151 -1.525 -1.628
H 2.157 0.058 -0.852
H 1.323 -3.478 0.556
C 5.933 1.412 9.909
C 5.705 0.741 8.589
C 5.345 -0.742 8.999
C 4.618 -1.524 7.979
C 3.324 -0.814 7.451
C 3.585 0.592 6.878
N 4.468 1.305 7.856
O 4.577 2.586 7.564
C 4.217 0.427 5.512
C 2.239 1.400 6.789
C 6.973 0.763 7.738
H 6.268 2.429 9.708
H 6.715 0.903 10.472
H 5.045 1.540 10.529
H 6.311 -1.232 9.120
H 4.874 -0.855 9.976
H 4.309 -2.481 8.400
H 5.125 -1.784 7.050
H 2.612 -0.708 8.269
H 2.796 -1.455 6.744
H 3.554 0.020 4.749
H 4.551 1.383 5.110
H 5.075 -0.243 5.572
H 2.211 2.294 6.166
H 1.395 0.845 6.379
H 1.978 1.692 7.806
H 7.317 1.785 7.576
H 6.838 0.277 6.772
H 7.829 0.347 8.270
H 3.974 3.016 8.174
C -4.162 -0.192 -1.023
C -4.500 1.113 -1.773
C -3.796 1.034 -3.157
C -4.363 2.056 -4.205
C -5.876 1.818 -4.323
C -6.691 1.863 -3.010
N -5.950 1.130 -1.940
O -6.745 1.144 -0.799
C -6.742 3.406 -2.718
C -8.098 1.233 -3.353
C -3.943 2.351 -1.069
H -4.649 -0.320 -0.056
H -3.095 -0.342 -0.854
H -4.533 -1.066 -1.559
H -2.712 1.104 -3.248
H -4.008 0.027 -3.513
H -3.845 1.887 -5.149
H -4.103 3.078 -3.930
H -6.074 0.889 -4.858
H -6.289 2.557 -5.009
H -6.878 3.772 -1.700
H -5.813 3.938 -2.919
H -7.573 3.846 -3.269
H -7.980 0.245 -3.799
H -8.744 1.069 -2.491
H -8.781 1.787 -3.997
H -2.860 2.285 -0.964
H -4.361 2.446 -0.067
H -4.302 3.238 -1.590
H -7.049 0.236 -0.731
C -0.561 -8.500 1.299
C 0.504 -7.585 1.925
C 1.569 -8.556 2.527
C 2.559 -9.188 1.492
C 3.187 -7.991 0.691
C 2.077 -7.191 -0.062
N 1.044 -6.756 0.899
O 0.081 -5.979 0.386
C 2.821 -5.858 -0.526
C 1.756 -8.043 -1.305
C -0.132 -6.618 2.999
H -0.168 -9.202 0.562
H -1.268 -7.853 0.780
H -1.210 -8.937 2.057
H 2.186 -7.991 3.225
H 1.086 -9.379 3.054
H 2.047 -9.971 0.933
H 3.321 -9.753 2.028
H 3.991 -8.341 0.044
H 3.739 -7.374 1.400
H 2.881 -5.204 0.343
H 3.797 -5.863 -1.011
H 2.178 -5.292 -1.200
H 0.961 -8.729 -1.016
H 1.164 -7.412 -1.968
H 2.546 -8.629 -1.776
H 0.655 -5.936 3.321
H -0.538 -7.100 3.888
H -1.027 -6.095 2.665
H -0.169 -6.584 -0.316
C -1.370 6.229 5.337
C -1.348 4.745 4.921
C -2.250 4.560 3.652
C -1.554 4.845 2.392
C -0.371 3.970 2.335
C 0.708 4.331 3.385
N 0.021 4.155 4.682
O 0.950 4.395 5.733
C 1.756 3.072 3.232
C 1.393 5.699 3.097
C -2.005 3.934 6.013
H -2.367 6.582 5.601
H -0.877 6.852 4.591
H -0.771 6.442 6.223
H -2.824 3.635 3.611
H -3.081 5.261 3.727
H -1.288 5.885 2.205
H -2.297 4.550 1.652
H 0.112 4.021 1.360
H -0.710 2.943 2.468
H 1.227 2.134 3.401
H 1.992 2.911 2.180
H 2.670 3.119 3.824
H 1.840 5.537 2.116
H 0.617 6.451 2.962
H 2.074 6.017 3.886
H -1.946 2.886 5.721
H -3.081 4.071 6.120
H -1.469 4.033 6.958
H 1.107 3.502 6.048
C -2.635 -0.148 -8.423
C -1.661 -1.328 -8.105
C -0.470 -1.080 -9.030
C 0.771 -1.953 -8.737
C 1.133 -1.727 -7.307
C 0.003 -1.988 -6.220
N -1.191 -1.197 -6.679
O -2.342 -1.479 -5.909
C -0.075 -3.554 -6.106
C 0.338 -1.382 -4.861
C -2.343 -2.708 -8.498
H -2.302 0.775 -7.948
H -3.621 -0.392 -8.028
H -2.882 -0.029 -9.478
H -0.835 -1.278 -10.038
H -0.197 -0.029 -8.932
H 1.611 -1.711 -9.388
H 0.714 -3.036 -8.841
H 1.481 -0.695 -7.272
H 2.021 -2.301 -7.045
H 0.721 -4.002 -5.511
H -1.100 -3.867 -5.905
H 0.093 -4.028 -7.073
H -0.446 -1.565 -4.127
H 1.256 -1.788 -4.434
H 0.441 -0.310 -5.031
H -2.471 -2.976 -9.547
H -3.322 -2.736 -8.021
H -1.767 -3.521 -8.055
H -2.678 -0.591 -5.767
```

Calculated values
- E_tot: -3389.452318 hartree
- E_HOMO (alpha / beta): -9.17 / -9.17 eV
- ΔE to the lowest compared entry with this formula, charge and spin: 0.00 kJ/mol
- <S²>: 0.754
- Charge: +1
- Multiplicity: 2

Results of the Löwdin charge analysis, in e, for atoms 1 through 99: C -0.04; C -0.48; C -0.10; C -0.15; C -0.16; C -0.48; N -0.10; O -0.02; C -0.02; C -0.04; C -0.02; H 0.08; H 0.08; H 0.04; H 0.10; H 0.11; H 0.11; H 0.10; H 0.12; H 0.12; H 0.10; H 0.06; H 0.07; H 0.09; H 0.06; H 0.09; H 0.06; H 0.06; H 0.08; H 0.07; C -0.01; C -0.40; C -0.11; C -0.16; C -0.15; C -0.46; N -0.13; O -0.01; C -0.03; C -0.03; C -0.01; H 0.06; H 0.06; H 0.07; H 0.10; H 0.09; H 0.09; H 0.10; H 0.12; H 0.09; H 0.08; H 0.06; H 0.07; H 0.09; H 0.08; H 0.06; H 0.04; H 0.08; H 0.07; H 0.06; C -0.03; C -0.42; C -0.14; C -0.17; C -0.11; C -0.43; N 0.08; O 0.12; C 0.01; C 0.01; C 0.01; H 0.09; H 0.11; H 0.10; H 0.13; H 0.13; H 0.13; H 0.11; H 0.12; H 0.13; H 0.09; H 0.10; H 0.08; H 0.05; H 0.11; H 0.10; H 0.10; H 0.09; H 0.11; H 0.16; C -0.03; C -0.49; C -0.12; C -0.17; C -0.16; C -0.43; N -0.12; O -0.01; C -0.04

***

2.
Formula: C17H33NO2
Source: the OMol25 dataset
Level of theory: wB97M-V/def2-TZVPD

The geometry in XYZ format:
```
53
C17H33NO2 | the OMol25 dataset | wB97M-V/def2-TZVPD
C 5.171 3.573 0.473
H 4.283 4.185 0.333
H 5.331 3.364 1.532
H 6.053 4.082 0.079
O 4.940 2.366 -0.239
C 5.905 1.439 -0.163
O 6.925 1.596 0.454
C 5.516 0.190 -0.913
H 6.420 -0.369 -1.155
C 4.588 -0.663 -0.039
C 4.166 -1.939 -0.762
C 3.338 -2.882 0.114
C 2.018 -2.296 0.620
C 1.074 -1.881 -0.508
C -0.342 -1.566 -0.024
C -0.412 -0.321 0.859
C -1.833 0.011 1.315
H -2.274 -0.873 1.779
H -1.795 0.797 2.072
C -2.731 0.509 0.179
N -3.960 1.071 0.712
C -4.539 2.138 -0.079
C -5.232 1.651 -1.358
C -6.318 0.643 -0.992
C -5.710 -0.489 -0.168
C -4.972 0.087 1.049
H -5.699 0.582 1.703
H -4.502 -0.716 1.619
H -6.487 -1.176 0.171
H -5.011 -1.056 -0.787
H -7.089 1.144 -0.402
H -6.789 0.245 -1.894
H -5.664 2.501 -1.889
H -4.497 1.180 -2.014
H -5.277 2.645 0.553
H -3.753 2.858 -0.321
H -2.201 1.304 -0.352
H -2.914 -0.306 -0.537
H 0.203 -0.480 1.747
H 0.002 0.531 0.315
H -0.977 -1.419 -0.900
H -0.734 -2.422 0.530
H 1.020 -2.696 -1.235
H 1.472 -1.004 -1.020
H 2.224 -1.443 1.266
H 1.523 -3.057 1.230
H 3.124 -3.785 -0.463
H 3.939 -3.178 0.977
H 5.063 -2.474 -1.084
H 3.601 -1.679 -1.658
H 5.106 -0.922 0.887
H 3.708 -0.070 0.217
H 4.998 0.470 -1.831
```

Calculated values
- E_tot: -872.802504 hartree
- E_HOMO: -8.06 eV
- ΔE to the lowest compared entry with this formula, charge and spin: 26.71 kJ/mol
- Charge: 0
- SMILES string: COC(=O)CCCCCCCCCCN1CCCCC1

For reference, the natural (NBO) charges in units of e are: C -0.26; H 0.19; H 0.19; H 0.19; O -0.51; C 0.80; O -0.60; C -0.49; H 0.23; C -0.39; C -0.39; C -0.38; C -0.40; C -0.39; C -0.39; C -0.39; C -0.40; H 0.19; H 0.21; C -0.22; N -0.45; C -0.21; C -0.42; C -0.40; C -0.42; C -0.22; H 0.19; H 0.20; H 0.21; H 0.19; H 0.19; H 0.21; H 0.21; H 0.19; H 0.19; H 0.20; H 0.19; H 0.17; H 0.20; H 0.19; H 0.20; H 0.19; H 0.20; H 0.19; H 0.20; H 0.20; H 0.20; H 0.20; H 0.20; H 0.20; H 0.21; H 0.21; H 0.22

***

3.
Formula: C3H4OPr
Source: the OMol25 dataset
Level of theory: wB97M-V/def2-TZVPD

The geometry in XYZ format:
```
9
C3H4OPr | the OMol25 dataset | wB97M-V/def2-TZVPD
C -0.317 -0.713 0.316
C 0.924 0.141 0.477
C 0.780 -1.409 0.318
H -1.343 -0.643 0.663
H 1.066 0.615 1.462
H 1.231 0.756 -0.386
H 1.244 -2.333 0.660
O -1.974 0.762 -1.763
Pr -1.610 2.824 -1.747
```

Calculated values
- E_tot: -708.515669 hartree
- E_HOMO (alpha / beta): -12.12 / -12.12 eV
- ΔE to the lowest compared entry with this formula, charge and spin: 0.00 kJ/mol
- <S²>: 2.040
- Charge: +1
- Multiplicity: 3

For reference, the Löwdin charges in units of e are: C -0.12; C -0.17; C -0.02; H 0.10; H 0.08; H 0.05; H 0.10; O -0.64; Pr 1.62

***

4.
Formula: C2H2NO3
Source: the OMol25 dataset
Level of theory: wB97M-V/def2-TZVPD

The geometry in XYZ format:
```
8
C2H2NO3 | the OMol25 dataset | wB97M-V/def2-TZVPD
C -0.718 -0.064 0.144
C 0.633 -0.817 0.687
N -0.267 0.881 -0.747
O 0.555 -1.905 1.265
O -1.898 -0.150 0.449
O 1.675 -0.273 0.214
H 0.896 0.825 -0.647
H -0.877 1.503 -1.365
```

Calculated values
- E_tot: -357.962413 hartree
- E_HOMO: -4.31 eV
- ΔE to the lowest compared entry with this formula, charge and spin: 96.42 kJ/mol
- Charge: -1
- SMILES string: NC(=O)C(=O)[O-]

For reference, the natural (NBO) charges in units of e are: C 0.55; C 0.68; N -0.92; O -0.70; O -0.67; O -0.78; H 0.46; H 0.38

***

5.
Formula: C6H11N5PZn
Source: the OMol25 dataset
Level of theory: wB97M-V/def2-TZVPD

The geometry in XYZ format:
```
24
C6H11N5PZn | the OMol25 dataset | wB97M-V/def2-TZVPD
C 0.315 -0.010 -2.160
C -0.855 -0.836 -2.266
C -0.662 -1.999 -1.475
C 0.639 -1.945 -0.887
C 1.266 -0.713 -1.291
Zn 0.114 0.543 0.096
P -0.487 2.652 0.206
H 0.573 0.834 -2.799
H -1.713 -0.643 -2.925
H -1.366 -2.840 -1.415
H 2.333 -0.468 -1.217
H 1.158 -2.756 -0.374
H -1.566 2.872 1.101
H -0.929 3.269 -0.996
H 0.537 3.509 0.677
N 0.526 0.575 5.197
N 0.282 -0.204 4.068
N -0.871 -0.925 3.980
C -1.069 -0.944 2.663
N -0.155 -0.219 1.976
N 0.680 0.316 2.880
H 1.508 0.826 5.242
H 0.237 0.071 6.018
H -1.917 -1.436 2.205
```

Calculated values
- E_tot: -2629.480342 hartree
- E_HOMO (alpha / beta): -0.29 / -1.35 eV
- Charge: -1

For reference, the natural (NBO) charges in units of e are: C -0.45; C -0.33; C -0.34; C -0.32; C -0.54; Zn 1.28; P -0.35; H 0.22; H 0.20; H 0.20; H 0.24; H 0.21; H -0.04; H 0.00; H -0.07; N -0.68; N 0.01; N -0.41; C 0.14; N -0.59; N -0.28; H 0.36; H 0.36; H 0.19

***

6.
Formula: C8H12N2
Source: the OMol25 dataset
Level of theory: wB97M-V/def2-TZVPD

The geometry in XYZ format:
```
22
C8H12N2 | the OMol25 dataset | wB97M-V/def2-TZVPD
C 0.742 0.875 -1.887
C -2.019 1.865 1.350
C -1.092 0.938 1.232
C 1.597 -0.702 -0.048
C 0.906 1.378 -0.574
C -0.663 0.279 -0.015
C 0.080 -1.012 0.200
C -0.337 -2.234 -0.575
N 0.573 0.379 -2.921
N 1.945 0.672 0.058
H -2.391 2.120 2.280
H -2.218 2.231 0.344
H -0.612 0.754 2.189
H 2.185 -1.381 0.544
H 1.752 -0.920 -1.158
H 0.663 2.359 -0.153
H -1.356 0.614 -0.796
H -0.078 -1.237 1.173
H -0.110 -2.166 -1.686
H -1.414 -2.499 -0.368
H 0.033 -3.157 -0.278
H 1.815 0.841 1.088
```

Calculated values
- E_tot: -421.280625 hartree
- E_HOMO (alpha / beta): -5.15 / -10.15 eV
- ΔE to the lowest compared entry with this formula, charge and spin: 266.06 kJ/mol
- <S²>: 2.017
- Charge: 0
- Multiplicity: 3

For reference, the natural (NBO) charges in units of e are: C 0.20; C -0.38; C -0.27; C -0.25; C -0.11; C -0.15; C -0.29; C -0.61; N -0.32; N -0.53; H 0.20; H 0.18; H 0.18; H 0.22; H 0.21; H 0.25; H 0.22; H 0.21; H 0.22; H 0.22; H 0.22; H 0.36